Density functional theory data (ωB97M-V/def2-TZVPD) for a single C3H4BNO2S molecule in a non-equilibrium geometry.

Computed properties:
Energy above the lowest of the compared OMol25 structures with the same formula, charge and spin in kJ/mol: 0.0
HOMO (spin up / spin down) in eV: -6.334 / -9.865
Electronic energy in hartree: -744.9306
Gap between HOMO and LUMO (spin up / spin down) in eV: 6.6 / 7.6

Structure (ORCA input):
```
! RIJCOSX wB97M-V def2-TZVPD def2/J DEFGRID3
* xyz 0 3
B -1.1752 0.8984 -0.2453
C 1.4225 -0.7105 -0.4350
C 1.9080 -1.5255 0.5116
C -0.1798 -0.0881 0.3677
N 1.2578 -1.7164 1.6710
O -1.0813 1.1833 -1.5698
O -2.1076 1.4410 0.5879
S -0.1090 -0.8930 1.8092
H 1.6893 -0.3674 -1.4037
H 2.8316 -2.0790 0.4162
H -1.7264 1.7973 -1.9176
H -2.7300 2.0599 0.2078
*
```

Density functional theory data (ωB97M-V/def2-TZVPD) for a single C3H4Br2Cl2O molecule in a non-equilibrium geometry.

Computed properties:
Energy above the lowest of the compared OMol25 structures with the same formula, charge and spin in kJ/mol: 30.7
SMILES: O[C@H](Cl)[C@H](Br)[C@@H](Cl)Br
HOMO in eV: -10.297
Electronic energy in hartree: -6260.3321
Gap between HOMO and LUMO in eV: 10.8

Structure (ORCA input):
```
! RIJCOSX wB97M-V def2-TZVPD def2/J DEFGRID3
* xyz 0 1
O -1.7743 -1.0944 -0.7095
C -1.1626 -0.3140 0.2179
Cl -1.7983 1.3055 0.2743
C 0.4734 -0.3814 -0.1851
Br 0.9909 -2.0695 0.5179
C 1.2714 0.8461 0.2316
Cl 1.4258 0.9757 2.0363
Br 2.9720 0.7862 -0.7125
H -2.2948 -0.6536 -1.4001
H -1.2968 -0.7963 1.2528
H 0.6025 -0.3718 -1.2791
H 0.5907 1.7676 -0.2444
*
```

Density functional theory data (ωB97M-V/def2-TZVPD) for a molecular structure, C3H4Br4O in a non-equilibrium geometry.

Computed properties:
Energy above the lowest of the compared OMol25 structures with the same formula, charge and spin in kJ/mol: 23.6
HOMO in eV: -9.687
Electronic energy in hartree: -10487.9613
Gap between HOMO and LUMO in eV: 9.5

Structure (ORCA input):
```
! RIJCOSX wB97M-V def2-TZVPD def2/J DEFGRID3
* xyz 0 1
C -1.3220 -0.0473 0.7969
C -0.3474 0.2986 -0.2859
C 1.2961 -0.2299 0.0020
O -0.7093 -0.1154 -1.5344
Br 0.1380 2.3874 -0.2158
Br 2.5449 0.5798 -1.2462
Br 1.8333 0.1196 1.7701
Br 1.1286 -2.1766 -0.2429
H -2.3412 0.4011 0.5993
H -1.0630 0.4163 1.7699
H -1.1984 -1.1470 0.6506
H 0.0404 -0.4868 -2.0637
*
```

Density functional theory data (ωB97M-V/def2-TZVPD) for 2 unconnected molecules or ions with the total composition C3H4BrF in a non-equilibrium geometry.

Computed properties:
Energy above the lowest of the compared OMol25 structures with the same formula, charge and spin in kJ/mol: 305.9
HOMO (spin up / spin down) in eV: -10.792 / -10.791
Electronic energy in hartree: -2790.4474
Gap between HOMO and LUMO (spin up / spin down) in eV: 10.5 / 10.5

Structure (ORCA input):
```
! RIJCOSX wB97M-V def2-TZVPD def2/J DEFGRID3
* xyz 0 1
C 0.1602 -0.1015 -0.7444
C 0.1267 -0.0633 0.7656
C 1.3503 -0.2054 -0.0186
F 1.6036 -2.1872 -0.1143
Br 3.1514 0.2943 0.0291
H -0.0774 -1.1393 -1.1762
H -0.0606 0.6630 -1.4005
H 0.0089 0.7438 1.4718
H 0.0231 -0.9788 1.2623
*
```

Density functional theory data (ωB97M-V/def2-TZVPD) for a molecular structure, C3H4BrIO2 in a non-equilibrium geometry.

Computed properties:
Energy above the lowest of the compared OMol25 structures with the same formula, charge and spin in kJ/mol: 383.9
HOMO (spin up / spin down) in eV: -8.593 / -8.569
Electronic energy in hartree: -3138.7551
Gap between HOMO and LUMO (spin up / spin down) in eV: 7.6 / 7.4

Structure (ORCA input):
```
! RIJCOSX wB97M-V def2-TZVPD def2/J DEFGRID3
* xyz 0 1
C -0.9137 0.6493 -0.0430
C 0.4407 0.4305 0.4096
C -0.4260 -1.5934 -1.0563
O -1.9036 0.4436 0.5767
O 0.4091 -0.1458 1.5988
Br -0.9888 -1.2128 -2.7661
I -1.9251 -2.2523 0.2930
H -0.9720 1.1111 -1.0970
H 1.2497 1.0001 -0.0464
H 0.2822 -2.4292 -1.0373
H -0.5310 -0.3128 1.7660
*
```

Density functional theory data (ωB97M-V/def2-TZVPD) for 2 unconnected molecules or ions with the total composition C3H4BrN in a non-equilibrium geometry.

Computed properties:
Energy above the lowest of the compared OMol25 structures with the same formula, charge and spin in kJ/mol: 219.0
HOMO in eV: -8.861
Electronic energy in hartree: -2745.3786
Gap between HOMO and LUMO in eV: 10.0

Structure (ORCA input):
```
! RIJCOSX wB97M-V def2-TZVPD def2/J DEFGRID3
* xyz 0 1
C -0.7501 -1.5783 1.4204
C 0.1331 0.9821 -1.2321
C 0.8625 1.7859 -0.3791
N -1.2383 -2.6166 1.4059
Br 1.9766 0.9021 0.7789
H -1.5972 -3.5511 1.3016
H -0.7835 1.2820 -1.7319
H 0.4951 -0.0312 -1.5052
H 0.9017 2.8251 -0.0585
*
```

Density functional theory data (ωB97M-V/def2-TZVPD) for 2 unconnected molecules or ions with the total composition C3H4BrN in a non-equilibrium geometry.

Computed properties:
Energy above the lowest of the compared OMol25 structures with the same formula, charge and spin in kJ/mol: 316.0
HOMO (spin up / spin down) in eV: -9.253 / -9.210
Electronic energy in hartree: -2745.3416
Gap between HOMO and LUMO (spin up / spin down) in eV: 8.1 / 8.5

Structure (ORCA input):
```
! RIJCOSX wB97M-V def2-TZVPD def2/J DEFGRID3
* xyz 0 1
C -0.7894 -1.2924 0.0751
C 1.2492 0.6049 -0.4447
C -0.8160 -0.0475 0.7553
N -0.6735 -2.3194 -0.4332
Br -2.0057 1.2417 0.0509
H 0.6155 1.1209 -1.1155
H 1.3355 -0.3662 -0.8722
H 1.8836 1.1767 0.1700
H -0.7992 -0.1188 1.8142
*
```

Density functional theory data (ωB97M-V/def2-TZVPD) for a single C3H4BrNO molecule in a non-equilibrium geometry.

Computed properties:
Energy above the lowest of the compared OMol25 structures with the same formula, charge and spin in kJ/mol: 265.6
SMILES: CO[C@@H](Br)C#N
HOMO in eV: -10.669
Electronic energy in hartree: -2820.6122
Gap between HOMO and LUMO in eV: 11.0

Structure (ORCA input):
```
! RIJCOSX wB97M-V def2-TZVPD def2/J DEFGRID3
* xyz 0 1
C -1.1688 0.3367 -0.9114
O -0.6312 -0.2853 0.1889
C 0.4349 0.2021 0.8476
Br 0.3280 -0.1897 2.6407
C 1.7534 -1.0268 0.3417
N 2.3707 -1.8193 -0.2129
H -1.2130 1.4136 -0.7138
H -2.0771 -0.1636 -1.2162
H -0.3566 0.2477 -1.6255
H 0.5596 1.2847 0.6608
*
```

Density functional theory data (ωB97M-V/def2-TZVPD) for 2 unconnected molecules or ions with the total composition C3H4BrNO in a non-equilibrium geometry.

Computed properties:
Energy above the lowest of the compared OMol25 structures with the same formula, charge and spin in kJ/mol: 93.3
SMILES: C=CN=C=O.Br
HOMO in eV: -9.812
Electronic energy in hartree: -2820.6778
Gap between HOMO and LUMO in eV: 10.5

Structure (ORCA input):
```
! RIJCOSX wB97M-V def2-TZVPD def2/J DEFGRID3
* xyz 0 1
C 1.4096 0.6316 -1.0246
C 1.1249 1.1046 0.2028
N 0.1067 0.4666 0.9469
C -0.5050 -0.5613 1.0383
O -1.1092 -1.5255 1.2190
H 0.9715 -0.3093 -1.2442
H 2.2933 1.1265 -1.6166
H 1.6260 1.9493 0.6546
Br -3.2875 -1.2311 -0.7301
H -2.6303 -1.6513 0.5539
*
```

Density functional theory data (ωB97M-V/def2-TZVPD) for a single C3H4BrNO2 molecule in a non-equilibrium geometry.

Computed properties:
Energy above the lowest of the compared OMol25 structures with the same formula, charge and spin in kJ/mol: 478.7
SMILES: C/C=C(\Br)[N+](=O)[O-]
HOMO in eV: -10.402
Electronic energy in hartree: -2895.7643
Gap between HOMO and LUMO in eV: 9.1

Structure (ORCA input):
```
! RIJCOSX wB97M-V def2-TZVPD def2/J DEFGRID3
* xyz 0 1
C 0.0528 -0.3349 0.3930
C 0.2028 0.5172 -0.8167
C 1.1572 0.2799 -1.7896
Br 2.7092 -1.5477 -1.6167
N 1.4264 0.9967 -3.0810
O 0.6361 1.8754 -3.2571
O 2.3605 0.6153 -3.7774
H 0.0521 -1.3120 0.0948
H 0.9196 -0.3794 1.0794
H -0.7676 0.1737 0.9624
H -0.5431 1.3034 -0.9824
*
```

Density functional theory data (ωB97M-V/def2-TZVPD) for a single C3H4BrNS molecule in a non-equilibrium geometry.

Computed properties:
Energy above the lowest of the compared OMol25 structures with the same formula, charge and spin in kJ/mol: 362.7
HOMO (spin up / spin down) in eV: -9.089 / -7.653
Electronic energy in hartree: -3143.5138
Gap between HOMO and LUMO (spin up / spin down) in eV: 8.7 / 7.1

Structure (ORCA input):
```
! RIJCOSX wB97M-V def2-TZVPD def2/J DEFGRID3
* xyz 0 1
C -0.1616 0.7170 1.4234
C 0.8972 0.3320 0.2898
C -0.7313 -1.1126 -1.3625
N -1.3392 1.0096 1.5584
S 0.5653 -1.2504 -0.2956
Br -1.1440 0.3402 -2.4703
H 0.3944 0.4142 2.2638
H 0.8011 1.1985 -0.3518
H 1.8341 0.3875 0.7703
H -1.1161 -2.0360 -1.8254
*
```

Density functional theory data (ωB97M-V/def2-TZVPD) for a single C3H4BrNS molecule in a non-equilibrium geometry.

Computed properties:
Energy above the lowest of the compared OMol25 structures with the same formula, charge and spin in kJ/mol: 321.9
HOMO (spin up / spin down) in eV: -7.560 / -7.557
Electronic energy in hartree: -3143.5294
Gap between HOMO and LUMO (spin up / spin down) in eV: 7.2 / 7.2

Structure (ORCA input):
```
! RIJCOSX wB97M-V def2-TZVPD def2/J DEFGRID3
* xyz 0 1
C 0.7910 1.3731 0.7819
C 0.5273 -0.9774 0.2711
C -1.5627 0.7603 -0.6731
N 1.0482 0.1535 0.6872
S -0.7382 2.0681 -0.0101
Br -3.0191 -0.2961 0.1617
H 1.5312 2.0086 1.2631
H -0.0666 -1.6336 0.9312
H 1.0240 -1.2641 -0.6109
H -1.2853 0.6180 -1.7460
*
```